Density functional theory data (wB97M-V/def2-TZVPD) for 2 unconnected molecules or ions with the total composition C11H15NO in a non-equilibrium geometry.

Its total energy is -558.07768 Ha. For the HOMO-LUMO gap, the calculation gives 8.8902 eV. For the max |F|, the calculation gives 0.0970 Eh/bohr. The value obtained for the HOMO energy is -8.0 eV. As for the spin multiplicity: 1.

Last column: natural (NBO) charge in e.
Element x y z (Å)
C 0.2610 2.3982 2.0705  -0.6373
C 0.4569 1.8321 0.7218  -0.0771
C 0.2512 2.4097 -0.4980  -0.0351
N 0.4623 1.4892 -1.5520  -0.5363
C 0.9366 0.3507 -0.9647  0.1473
C 1.6908 -0.7815 -1.3928  -0.2308
C 2.2652 -1.6270 -0.4974  -0.2518
C 2.3114 -1.3686 0.8544  -0.2214
C 1.5480 -0.3459 1.3771  -0.2101
C 0.9472 0.4890 0.4662  -0.0973
H -0.6127 2.0413 2.6363  0.2274
H 0.2164 3.5171 2.0145  0.2174
H 1.2232 2.2789 2.5960  0.2173
H 0.0307 3.4132 -0.6370  0.2067
H 0.2780 1.6802 -2.4852  0.4134
H 1.6825 -0.8440 -2.5660  0.2092
H 2.7089 -2.6272 -0.8241  0.2218
H 3.0621 -2.0377 1.4899  0.2160
H 1.5372 -0.1536 2.4614  0.2217
C -1.8342 -1.8516 -1.0793  -0.6881
C -2.4250 -0.8906 -0.0201  -0.0677
O -3.7314 -0.4628 -0.3744  -0.7230
H -2.1902 -1.8035 -2.1161  0.2154
H -1.8884 -3.0033 -0.9247  0.2121
H -0.7472 -1.7928 -0.8939  0.2440
H -2.4469 -1.3384 0.9850  0.1646
H -1.9287 0.1108 0.1447  0.1839
H -4.0652 -1.0820 -0.9921  0.4578

Cartesian forces (eV/Å) of the 3 atoms listed first:
1.0 2.0 0.3
-0.5 -0.7 -1.1
0.1 -2.0 0.6


Density functional theory data (wB97M-V/def2-TZVPD) for a molecular structure, C4H7N3 in a non-equilibrium geometry.

Its total energy is -320.75017 Ha. For the HOMO-LUMO gap, the calculation gives 9.6657 eV. For the max |F|, the calculation gives 0.0867 Eh/bohr. The value obtained for the HOMO energy is -9.0 eV. As for the spin multiplicity: 1.

Last column: natural (NBO) charge in e.
Element x y z (Å)
C -0.9946 0.6255 -0.5335  -0.5785
C -1.0726 -0.6328 0.2921  -0.2184
N 0.2340 -0.7324 0.9334  -0.5873
C 1.2993 -0.3127 0.1842  0.3448
N 2.5210 -0.5947 0.3921  -0.6588
C 0.7644 0.5230 -0.9196  0.1396
N 1.1686 1.0486 -1.9853  -0.5091
H -0.0059 1.0334 -1.8016  0.4623
H -1.1339 1.5441 0.0496  0.2269
H -1.7619 0.6286 -1.3458  0.2351
H -1.2781 -1.4983 -0.3570  0.1821
H -1.8521 -0.5839 1.0530  0.2062
H 0.4124 -1.4777 1.5853  0.4043
H 3.0981 -0.1247 -0.3066  0.3508

Cartesian forces (eV/Å) of the 3 atoms listed first:
0.8 -0.4 0.6
-0.2 -0.1 0.2
0.2 -0.2 0.2


Density functional theory data (wB97M-V/def2-TZVPD) for C2H5B in the gas phase.

Its total energy is -103.99236 Ha. For the HOMO-LUMO gap, the calculation gives 10.6098 eV. For the max |F|, the calculation gives 0.0149 Eh/bohr. The value obtained for the HOMO energy is -10.7 eV. As for the spin multiplicity: 1.

Last column: natural (NBO) charge in e.
Element x y z (Å)
B 0.9703 -0.1906 -0.8577  0.4194
C -0.4223 0.1291 -0.2741  -0.5729
C -0.6966 0.1059 1.0321  -0.2448
H 1.8461 -0.4804 -0.1402  -0.0944
H 1.1539 -0.1422 -2.0116  -0.0895
H -1.2392 0.3896 -0.9399  0.2054
H -1.6736 0.3335 1.4338  0.1887
H 0.0614 -0.1449 1.7576  0.1881

Cartesian forces (eV/Å) of the 3 atoms listed first:
-0.7 0.2 0.3
0.0 0.0 -0.3
0.1 0.0 0.0


Density functional theory data (wB97M-V/def2-TZVPD) for 2 unconnected molecules or ions with the total composition C24H24O7 in a non-equilibrium geometry.

Its total energy is -1455.53431 Ha. For the HOMO-LUMO gap, the calculation gives 4.2886 eV. The net charge is -2. For the max |F|, the calculation gives 0.0648 Eh/bohr. The value obtained for the HOMO energy is -0.2 eV. As for the spin multiplicity: 1.

Last column: natural (NBO) charge in e.
Element x y z (Å)
C -3.5035 2.8126 -1.4126  -0.2431
C -2.8493 1.9593 -1.9602  -0.0183
C -1.9971 0.7124 -2.2070  0.1808
C -0.5959 1.1031 -1.6227  -0.4375
C 0.6518 0.5679 -2.4138  -0.4116
C 1.4691 -0.5000 -1.5845  -0.3936
C 1.1712 -1.9663 -2.0720  -0.4092
C 2.4682 -2.8163 -1.8976  -0.6093
O -2.0901 0.2016 -3.5378  -0.5085
C -1.8819 -1.1835 -3.3770  0.9857
O -1.7245 -1.9184 -4.2929  -0.5693
O -1.9202 -1.5130 -2.0210  -0.5097
C -2.7500 -0.4474 -1.4931  0.1004
C -2.8527 -0.2358 0.0348  -0.4600
C -2.4301 -1.4442 0.8732  -0.0636
C -2.9309 -2.7551 0.6954  -0.1496
C -2.5455 -3.8443 1.4871  -0.2657
C -1.6104 -3.6559 2.5374  -0.2224
C -1.0910 -2.3647 2.7353  -0.2069
C -1.4781 -1.2605 1.9255  0.0319
C -0.8380 0.1022 2.2842  -0.6570
H -3.9779 3.5648 -0.7953  0.2379
H -0.5418 2.2041 -1.6417  0.2490
H -0.5013 0.7752 -0.5737  0.2693
H 0.4222 0.2063 -3.4357  0.1877
H 1.3329 1.4361 -2.5368  0.2270
H 2.5445 -0.2420 -1.6780  0.2068
H 1.2175 -0.4384 -0.5104  0.2436
H 0.4079 -2.4033 -1.4018  0.2067
H 0.8122 -1.9033 -3.1160  0.1836
H 3.2511 -2.4806 -2.6049  0.1917
H 2.2698 -3.9042 -1.9991  0.1862
H 2.8445 -2.6421 -0.8676  0.2193
H -3.7075 -0.6302 -2.0320  0.1808
H -3.9228 -0.0383 0.2727  0.2249
H -2.3228 0.6908 0.3075  0.2621
H -3.6637 -2.9344 -0.1063  0.1899
H -2.9541 -4.8585 1.3690  0.2001
H -1.2851 -4.4584 3.2125  0.2029
H -0.3534 -2.1896 3.5318  0.2156
H -0.7858 0.1293 3.3960  0.2095
H -1.4414 0.9731 1.9879  0.2113
H 0.2118 0.1371 1.9263  0.3051
C 2.2922 3.9705 1.4905  -0.5587
C 2.0773 2.6232 1.2964  0.3915
C 3.1359 1.7098 1.9421  0.4339
O 3.0479 0.4693 1.9253  -0.7040
C 4.2694 2.3250 2.5825  -0.5701
C 4.5013 3.6813 2.7699  0.3964
C 3.3835 4.5932 2.2145  0.4470
O 3.3824 5.8201 2.3559  -0.6649
O 5.4858 4.2177 3.3268  -0.7153
O 1.1297 2.0737 0.6698  -0.7878
H 1.5841 4.6838 1.0758  0.1775
H 5.0009 1.6107 2.9507  0.1798

Cartesian forces (eV/Å) of the 3 atoms listed first:
0.2 0.0 0.2
0.0 -1.0 -0.3
-2.2 2.0 1.5


Density functional theory data (wB97M-V/def2-TZVPD) for C3H4N2S in the gas phase in a non-equilibrium geometry.

Its total energy is -624.30328 Ha. For the HOMO-LUMO gap, the calculation gives 8.5507 eV. For the max |F|, the calculation gives 0.0287 Eh/bohr. The value obtained for the HOMO energy is -8.7 eV. As for the spin multiplicity: 1.

Last column: natural (NBO) charge in e.
Element x y z (Å)
C -2.7011 0.2263 0.1121  -0.1663
C -1.5279 0.5020 -0.0115  -0.0754
C -0.0877 0.6524 -0.0056  -0.0011
S 0.7060 2.1024 -0.0035  -0.1083
N 0.5688 -0.5460 -0.0951  -0.3907
N 1.9168 -0.6873 0.1184  -0.6534
H -3.7201 -0.1189 -0.1375  0.2540
H 0.1539 -1.4725 -0.0986  0.4029
H 2.4735 -0.6098 -0.7271  0.3652
H 2.2177 -0.0489 0.8484  0.3731

Cartesian forces (eV/Å) of the 3 atoms listed first:
-0.2 -0.3 -1.3
-0.5 -0.4 0.6
0.3 -0.6 -0.6


Density functional theory data (wB97M-V/def2-TZVPD) for a gas-phase ion, C7H17N5OP (charge +1).

Its total energy is -966.91858 Ha. For the HOMO-LUMO gap, the calculation gives 8.6006 eV. The net charge is +1. For the max |F|, the calculation gives 0.0096 Eh/bohr. The value obtained for the HOMO energy is -12.9 eV. As for the spin multiplicity: 1.

Last column: natural (NBO) charge in e.
Element x y z (Å)
C -2.4611 1.8759 -1.2915  -0.2454
O -1.8422 0.9676 -2.1837  -0.5363
C -0.9049 0.0823 -1.6322  -0.0511
C 0.4822 0.2611 -2.2682  -0.4551
C 1.5059 0.9500 -1.3636  -0.4021
C 2.3373 0.0018 -0.4969  -0.4088
C 1.5679 -1.0459 0.3084  -0.2287
N 1.1243 -0.5394 1.6294  -0.1163
C 1.7679 0.2056 2.5234  0.2106
N 0.9907 0.4084 3.5863  -0.1993
N -0.1340 -0.2102 3.3523  0.0684
N -0.0779 -0.7875 2.1859  -0.2108
P -1.5775 -1.7777 1.6647  1.4342
N -2.8675 -1.1984 2.2193  -1.1649
H -2.6647 1.4096 -0.3218  0.1537
H -1.8421 2.7653 -1.1393  0.1762
H -3.4044 2.1797 -1.7360  0.2125
H -0.8375 0.2571 -0.5450  0.1273
H -1.2675 -0.9439 -1.7819  0.1732
H 0.3110 0.8975 -3.1365  0.2586
H 0.8702 -0.6846 -2.6554  0.2089
H 0.9949 1.6974 -0.7488  0.2039
H 2.2196 1.5004 -1.9766  0.2389
H 2.9510 0.5960 0.1827  0.2161
H 3.0350 -0.5548 -1.1225  0.2417
H 0.6818 -1.4049 -0.2074  0.2273
H 2.1994 -1.9128 0.4996  0.2440
H 2.7655 0.5873 2.3983  0.2581
H -1.2942 -1.8109 0.2961  -0.0418
H -1.1150 -2.9701 2.2140  -0.0125
H -3.5138 -0.8016 1.5465  0.4195

Cartesian forces (eV/Å) of the 3 atoms listed first:
0.1 0.0 0.0
-0.1 -0.1 -0.1
0.2 0.0 0.2